This record from the OMol25 dataset describes an isolated molecule of C4H9NO2 in a non-equilibrium geometry. The level of theory is ωB97M-V/def2-TZVPD.

Last column: natural (NBO) charge in e.
Positions of all 16 atoms, in Å:
C -2.110 -0.045 -0.736  -0.62
C -0.619 0.179 -0.635  0.10
O -0.380 1.492 -0.120  -0.73
C 0.174 -0.895 0.091  -0.53
C 1.692 -0.710 -0.005  0.67
N 2.135 0.536 0.323  -0.84
O 2.433 -1.618 -0.336  -0.61
H -2.589 -0.147 0.243  0.21
H -2.281 -0.940 -1.336  0.21
H -2.560 0.819 -1.240  0.22
H -0.215 0.219 -1.650  0.15
H -0.063 1.867 -0.942  0.47
H -0.117 -0.965 1.146  0.23
H -0.058 -1.839 -0.406  0.24
H 3.119 0.739 0.241  0.40
H 1.465 1.272 0.499  0.42

Lowest unoccupied orbital energy   0.024 Ha
Orbital gap   10.315 eV
Energy relative to the best compared isomer or geometry (same formula, charge and spin)   15.40 kcal per mole
Total charge   0
HOMO level   -9.67 eV
SMILES   C[C@@H](O)CC(N)=O

This record from the OMol25 dataset describes a structure of composition C5H5NO in a non-equilibrium geometry. The level of theory is ωB97M-V/def2-TZVPD.

Last column: natural (NBO) charge in e.
Positions of all 12 atoms, in Å:
C 0.121 0.041 -0.542  0.25
C -0.031 -1.920 -0.269  0.53
C 0.615 0.460 1.632  -0.28
C 0.149 0.931 0.502  -0.32
C 0.267 -1.625 -1.879  -0.34
N 0.377 -0.253 -1.732  -0.41
O 0.075 -2.882 0.432  -0.52
H 0.853 1.119 2.414  0.21
H 0.900 -0.580 1.619  0.21
H -0.243 1.988 0.408  0.23
H 1.212 -2.147 -2.109  0.22
H -0.540 -2.007 -2.590  0.22

Lowest unoccupied orbital energy   0.010 Ha
Orbital gap   8.776 eV
Energy relative to the best compared isomer or geometry (same formula, charge and spin)   90.35 kcal per mole
Total charge   0
HOMO level   -8.50 eV

This record from the OMol25 dataset describes a structure of composition C16H64CuO16 in a non-equilibrium geometry. The level of theory is ωB97M-V/def2-TZVPD.

Last column: Mulliken charge in e.
Positions of all 97 atoms, in Å:
Cu -3.331 13.129 15.067  0.15
C -2.581 14.369 12.546  -0.92
O -2.962 14.921 13.853  -0.39
H -2.144 15.125 11.940  0.34
H -1.810 13.599 12.706  0.31
H -3.471 13.842 12.087  0.21
H -3.842 15.495 13.659  0.40
C -1.022 11.009 15.698  -0.71
O -1.624 12.338 15.846  0.04
H -1.854 10.265 15.845  0.19
H -0.669 10.862 14.712  0.26
H -0.152 10.883 16.327  0.38
H -1.414 12.593 16.785  0.29
C -0.842 17.363 15.681  -0.50
O -1.932 17.468 14.758  -0.36
H 0.003 16.944 15.176  0.33
H -0.564 18.365 16.077  0.29
H -1.052 16.680 16.418  0.03
H -1.992 16.510 14.518  0.22
C -6.626 15.958 13.687  -0.52
O -5.220 16.057 13.469  -0.40
H -6.982 16.553 14.532  0.17
H -7.110 16.229 12.764  0.35
H -6.857 14.917 13.868  0.11
H -4.907 16.984 13.485  0.20
C -6.068 11.879 13.959  -0.62
O -4.624 11.875 13.836  -0.05
H -6.226 12.175 14.942  0.15
H -6.451 12.684 13.301  0.19
H -6.452 10.828 13.830  0.28
H -4.331 11.019 14.186  0.46
C -3.543 8.040 14.844  -0.65
O -3.642 9.281 14.215  -0.50
H -4.430 7.462 14.602  0.34
H -2.657 7.468 14.465  0.12
H -3.414 7.990 15.948  0.28
H -3.136 9.277 13.425  0.40
C 0.443 9.972 9.335  -0.63
O -0.701 10.352 10.170  -0.47
H 1.121 9.274 9.926  0.23
H 0.106 9.597 8.375  0.26
H 1.110 10.835 9.111  0.26
H -0.764 11.283 10.365  0.24
C -3.553 8.842 10.673  -0.77
O -2.834 9.337 11.802  -0.42
H -3.047 8.203 10.033  0.33
H -4.370 8.189 11.092  0.30
H -4.049 9.689 10.105  0.19
H -2.023 9.679 11.427  0.28
C -6.193 11.370 18.516  -0.49
O -6.169 12.742 18.837  -0.53
H -6.751 10.846 19.304  0.35
H -6.724 11.378 17.594  0.18
H -5.177 11.009 18.385  0.20
H -5.862 12.920 19.716  0.28
C 0.177 7.271 13.915  -0.44
O -0.600 6.123 14.050  -0.54
H -0.330 8.043 13.413  0.10
H 0.503 7.529 14.901  0.19
H 1.036 7.111 13.267  0.38
H -0.506 5.531 13.265  0.31
C -7.584 19.114 16.704  -0.73
O -6.999 18.506 15.609  -0.33
H -6.931 19.057 17.584  0.24
H -7.895 20.139 16.458  0.30
H -8.459 18.614 16.977  0.29
H -6.485 19.094 15.039  0.24
C -2.296 14.865 8.976  -0.55
O -2.525 13.507 9.400  -0.41
H -3.123 15.480 9.319  0.24
H -1.356 15.108 9.493  0.20
H -2.167 14.879 7.883  0.30
H -3.311 13.181 8.966  0.26
C -2.095 13.041 19.423  -0.53
O -1.195 13.369 18.435  -0.62
H -3.080 13.500 19.112  0.01
H -2.087 12.005 19.483  0.34
H -1.801 13.419 20.364  0.39
H -0.926 14.264 18.536  0.21
C -3.596 19.887 13.577  -0.75
O -4.395 18.924 14.281  -0.38
H -2.930 19.410 12.902  0.26
H -4.280 20.508 13.022  0.28
H -2.999 20.552 14.158  0.33
H -3.733 18.392 14.815  0.30
C 0.581 15.498 20.599  -0.51
O -0.701 15.901 20.037  -0.50
H 1.453 16.211 20.478  0.32
H 0.454 15.323 21.670  0.22
H 0.789 14.498 20.141  0.19
H -0.526 16.610 19.415  0.29
C -4.724 15.278 17.065  -0.35
O -4.321 13.900 16.979  0.13
H -5.752 15.582 16.936  0.32
H -4.318 15.677 18.014  0.34
H -4.218 15.844 16.223  -0.14
H -4.929 13.384 17.617  0.15

Lowest unoccupied orbital energy   -0.059 Ha
Orbital gap   9.128 eV
Total charge   +1
HOMO level   -10.73 eV

This record from the OMol25 dataset describes an isolated molecule of C21H21ClN6 in a non-equilibrium geometry. The level of theory is ωB97M-V/def2-TZVPD.

Last column: natural (NBO) charge in e.
Positions of all 49 atoms, in Å:
C 4.852 0.736 -0.068  -0.63
C 3.490 0.182 0.227  0.01
C 2.805 0.613 1.355  -0.23
C 1.571 0.077 1.669  -0.19
C 0.985 -0.847 0.828  -0.29
C 1.626 -1.251 -0.340  0.24
N 1.044 -2.161 -1.254  -0.47
C 0.651 -1.597 -2.529  -0.22
C -0.577 -0.673 -2.377  -0.25
N -1.389 -1.119 -1.266  -0.37
C -1.847 -0.219 -0.385  0.43
N -1.656 1.056 -0.635  -0.54
C -2.091 2.005 0.229  0.21
C -1.851 3.356 -0.065  -0.20
C -2.274 4.350 0.783  -0.22
C -2.953 4.022 1.956  -0.05
Cl -3.481 5.282 3.014  0.01
C -3.211 2.708 2.288  -0.23
C -2.781 1.706 1.427  0.09
N -2.990 0.363 1.673  -0.32
C -3.589 -0.328 2.679  0.14
N -3.516 -1.608 2.451  -0.24
N -2.874 -1.799 1.301  -0.29
C -2.549 -0.620 0.813  0.24
C -1.415 -2.549 -1.082  -0.27
C 0.017 -3.066 -0.779  -0.22
C 2.917 -0.773 -0.612  -0.07
C 3.707 -1.316 -1.767  -0.65
H 5.616 -0.032 0.058  0.22
H 5.083 1.557 0.607  0.22
H 4.911 1.100 -1.092  0.22
H 3.250 1.357 2.000  0.21
H 1.055 0.391 2.565  0.21
H 0.020 -1.251 1.091  0.21
H 1.471 -1.024 -2.958  0.22
H 0.425 -2.432 -3.199  0.19
H -1.172 -0.674 -3.298  0.20
H -0.271 0.352 -2.160  0.25
H -1.325 3.588 -0.976  0.23
H -2.086 5.386 0.551  0.23
H -3.736 2.466 3.198  0.23
H -4.052 0.114 3.535  0.21
H -1.781 -2.993 -2.014  0.19
H -2.097 -2.805 -0.272  0.27
H 0.155 -3.239 0.287  0.22
H 0.160 -4.025 -1.292  0.20
H 3.756 -0.604 -2.592  0.21
H 3.266 -2.243 -2.122  0.23
H 4.729 -1.520 -1.452  0.22

Lowest unoccupied orbital energy   0.007 Ha
Orbital gap   8.018 eV
Total charge   0
HOMO level   -7.82 eV
SMILES   Cc1cccc(N2CCN(c3nc4ccc(Cl)cc4n4cnnc34)CC2)c1C

This record from the OMol25 dataset describes an isolated molecule of C2H5NO in a non-equilibrium geometry. The level of theory is ωB97M-V/def2-TZVPD.

Last column: Löwdin spin population.
Positions of all 9 atoms, in Å:
C 1.596 0.236 -0.226  0.65
C -0.822 -0.537 -0.012  0.11
N 0.841 -0.421 0.597  0.99
O -1.330 0.750 0.122  0.08
H 2.599 0.385 0.111  0.07
H 1.089 0.749 -0.989  0.09
H -1.379 -1.267 0.574  0.00
H -0.728 -0.690 -1.043  0.01
H -1.866 0.794 0.866  0.00

Lowest unoccupied orbital energy (spin up / spin down)   0.028 / -0.069 Ha
Orbital gap (spin up / spin down)   6.037 / 8.480 eV
Energy relative to the best compared isomer or geometry (same formula, charge and spin)   26.84 kcal per mole
Total charge   0
Spin multiplicity   3
HOMO level (spin up / spin down)   -5.27 / -10.35 eV
Expectation value of S²   2.006